Entry 1:
Formula: C39H78O23
Source: the OMol25 dataset
Level of theory: ωB97M-V/def2-TZVPD

Output
calculated total energy	-3263.1892	Ha
energy above the lowest of the compared OMol25 structures with the same formula, charge and spin	183.7	kJ/mol
total charge	0
HOMO-LUMO gap	9.41	eV
highest occupied orbital energy	-9.2	eV

CARTESIAN COORDINATES (ANGSTROEM)
C1 1.21 6.96 0.72
O1 1.12 6.38 -0.55
C2 0.71 5.12 -0.61
O2 0.25 4.40 0.30
O3 0.88 4.75 -1.87
C3 0.87 3.38 -2.22
H1 2.22 7.05 1.10
H2 0.36 6.62 1.31
H3 0.94 8.02 0.66
H4 -0.01 2.89 -1.81
H5 1.70 2.79 -1.85
H6 0.87 3.36 -3.31
C4 -1.55 -3.44 -2.05
O4 -2.44 -4.56 -2.10
C5 -3.72 -4.43 -2.46
O5 -4.34 -3.37 -2.53
O6 -4.27 -5.60 -2.66
C6 -5.71 -5.59 -2.88
H7 -1.91 -2.60 -1.46
H8 -1.39 -2.98 -3.02
H9 -0.61 -3.79 -1.63
H10 -6.11 -6.59 -3.07
H11 -6.07 -4.91 -3.64
H12 -6.30 -5.36 -1.99
C7 -8.62 1.56 0.21
O7 -7.58 1.18 -0.71
C8 -6.36 0.89 -0.28
O8 -6.02 0.58 0.87
O9 -5.54 0.75 -1.35
C9 -4.18 0.44 -1.27
H13 -8.40 2.45 0.80
H14 -8.71 0.78 0.97
H15 -9.57 1.63 -0.32
H16 -3.77 0.29 -0.27
H17 -3.72 1.33 -1.70
H18 -3.94 -0.39 -1.94
C10 4.73 4.50 -1.86
O10 5.56 3.47 -1.29
C11 5.38 3.06 -0.04
O11 4.42 3.43 0.59
O12 6.32 2.15 0.29
C12 6.07 1.20 1.20
H19 3.71 4.14 -1.81
H20 4.97 4.73 -2.90
H21 4.80 5.48 -1.37
H22 5.14 0.70 0.97
H23 5.84 1.66 2.16
H24 6.92 0.56 1.44
C13 -1.03 -0.05 -9.08
O13 -1.59 0.06 -7.77
C14 -0.84 0.53 -6.84
O14 0.30 1.05 -6.92
O15 -1.50 0.45 -5.68
C15 -0.90 0.77 -4.43
H25 -1.10 0.89 -9.63
H26 -1.59 -0.75 -9.70
H27 0.01 -0.38 -9.14
H28 -1.51 1.48 -3.87
H29 0.18 0.94 -4.44
H30 -1.01 -0.16 -3.87
C16 -1.86 -1.18 6.02
C17 -2.11 -0.24 4.86
O16 -1.11 0.15 4.16
C18 -3.60 0.22 4.68
H31 -2.52 -1.99 5.73
H32 -2.01 -0.56 6.90
H33 -0.83 -1.54 5.90
H34 -4.30 -0.62 4.66
H35 -3.83 0.80 3.79
H36 -3.90 0.83 5.53
C19 2.09 -4.98 2.44
C20 1.81 -3.68 1.73
O17 1.04 -3.66 0.75
C21 2.50 -2.48 2.35
H37 1.42 -5.75 2.07
H38 2.07 -4.83 3.52
H39 3.14 -5.15 2.21
H40 1.81 -1.66 2.55
H41 3.07 -1.93 1.61
H42 3.13 -2.55 3.24
C22 -4.36 -2.48 1.99
C23 -3.42 -3.06 2.91
O18 -3.77 -3.44 4.04
C24 -1.98 -3.16 2.62
H43 -3.86 -2.48 1.03
H44 -4.36 -1.41 2.21
H45 -5.35 -2.92 2.03
H46 -1.69 -2.11 2.64
H47 -1.89 -3.60 1.63
H48 -1.40 -3.65 3.40
C25 -0.55 0.27 0.21
C26 0.78 0.35 -0.54
O19 0.88 0.09 -1.76
C27 1.91 0.79 0.37
H49 -0.40 0.04 1.26
H50 -1.13 -0.54 -0.23
H51 -1.08 1.23 0.23
H52 1.59 1.42 1.20
H53 2.57 1.33 -0.30
H54 2.45 -0.06 0.78
C28 4.43 -2.11 -0.91
C29 5.04 -1.35 -1.99
O20 5.15 -0.16 -1.86
C30 5.50 -2.06 -3.19
H55 4.50 -3.15 -1.24
H56 3.38 -1.87 -0.75
H57 4.98 -1.92 0.01
H58 6.14 -1.48 -3.86
H59 4.73 -2.52 -3.81
H60 6.14 -2.91 -2.96
C31 -0.04 5.14 4.12
C32 -1.32 4.60 3.67
O21 -2.31 5.28 3.62
C33 -1.47 3.23 3.13
H61 0.01 4.94 5.19
H62 0.00 6.22 4.02
H63 0.74 4.64 3.54
H64 -2.49 2.94 2.90
H65 -1.22 2.49 3.90
H66 -0.81 3.01 2.28
C34 3.18 1.28 4.13
C35 3.09 1.20 5.62
O22 3.80 1.85 6.36
C36 1.99 0.31 6.26
H67 4.19 1.44 3.76
H68 2.70 2.19 3.79
H69 2.57 0.48 3.72
H70 2.34 0.05 7.26
H71 1.90 -0.58 5.65
H72 1.09 0.92 6.23
C37 1.42 -4.05 -4.13
C38 2.04 -2.83 -4.70
O23 2.73 -2.84 -5.73
C39 1.91 -1.48 -4.05
H73 1.45 -4.84 -4.88
H74 0.38 -3.85 -3.87
H75 1.91 -4.53 -3.28
H76 0.87 -1.21 -3.92
H77 2.31 -0.66 -4.65
H78 2.57 -1.46 -3.18


Entry 2:
Formula: C11H16Cl3NO2Ru
Source: the OMol25 dataset
Level of theory: ωB97M-V/def2-TZVPD

Output
2S+1	5
calculated total energy	-2109.4032	Ha
energy above the lowest of the compared OMol25 structures with the same formula, charge and spin	191.7	kJ/mol
total charge	-2
HOMO-LUMO gap (spin up / spin down)	5.69 / 6.45	eV
highest occupied orbital energy (spin up / spin down)	0.0 / -0.8	eV

CARTESIAN COORDINATES (ANGSTROEM)
C1 -0.54 0.88 -2.02
C2 -1.35 -0.28 -2.09
C3 -0.54 -1.42 -1.84
C4 -2.78 -0.31 -2.45
C5 0.81 -0.99 -1.72
C6 0.84 0.46 -1.82
C7 2.02 1.23 -2.28
C8 -1.02 2.21 -2.42
C9 -1.06 -2.80 -1.75
C10 2.00 -1.88 -1.80
Ru1 0.22 0.20 0.34
Cl1 -2.06 -0.04 0.97
Cl2 0.29 2.56 0.62
Cl3 0.55 -1.98 1.03
H1 -3.25 0.65 -2.21
H2 -3.31 -1.10 -1.92
H3 -2.92 -0.48 -3.53
H4 -1.93 -2.84 -1.09
H5 -0.30 -3.49 -1.35
H6 -1.38 -3.17 -2.73
H7 1.85 -2.80 -1.23
H8 2.90 -1.36 -1.44
H9 2.16 -2.14 -2.86
H10 2.93 0.87 -1.79
H11 1.91 2.29 -2.06
H12 2.13 1.07 -3.36
H13 -1.94 2.48 -1.87
H14 -1.28 2.21 -3.49
H15 -0.27 2.99 -2.24
O1 2.12 2.49 -0.03
H16 2.38 3.35 0.35
O2 0.12 0.36 4.60
C11 0.27 0.39 3.41
N1 0.45 0.39 2.23


Entry 3:
Formula: C24H37Cl3FI2N2O5P2
Source: the OMol25 dataset
Level of theory: ωB97M-V/def2-TZVPD

Output
calculated total energy	-4180.6053	Ha
total charge	+1
HOMO-LUMO gap	6.97	eV
highest occupied orbital energy	-10.8	eV

CARTESIAN COORDINATES (ANGSTROEM)
C1 -2.94 -2.07 2.52
C2 -2.65 -0.68 1.93
C3 -2.74 -0.51 0.41
Cl1 -3.74 -1.79 -0.35
N1 -1.48 -0.41 -0.36
C4 -1.51 0.16 -1.52
Cl2 -2.85 0.82 -2.25
C5 -0.21 0.11 -2.29
F1 -0.57 -0.36 -3.53
C6 0.59 1.43 -2.43
I1 1.11 1.83 -4.51
C7 -0.08 2.68 -1.81
C8 -0.83 3.66 -2.71
C9 0.42 -1.12 -1.51
O1 -0.46 -2.18 -1.93
C10 0.07 -3.30 -2.61
C11 -1.04 -4.33 -2.72
C12 -0.55 -5.63 -3.35
O2 -2.10 -3.78 -3.51
P1 2.23 -1.25 -1.84
C13 2.51 -1.63 -3.60
C14 3.04 -2.48 -0.77
C15 -0.10 -0.92 -0.02
C16 -0.12 -2.33 0.63
C17 0.14 -2.51 2.13
C18 1.62 -2.61 2.50
I2 1.86 -3.45 4.44
P2 0.64 0.31 1.29
O3 -0.48 1.47 1.08
Cl3 2.32 1.20 0.52
H1 -2.58 -2.08 3.54
H2 -4.01 -2.24 2.52
H3 -2.48 -2.88 1.95
H4 -1.72 -0.28 2.31
H5 -3.43 -0.04 2.33
H6 -3.28 0.41 0.21
H7 1.57 1.31 -2.00
H8 0.73 3.24 -1.32
H9 -0.75 2.37 -1.02
H10 -0.15 4.33 -3.23
H11 -1.50 3.18 -3.42
H12 -1.45 4.29 -2.07
H13 0.90 -3.76 -2.07
H14 0.36 -3.04 -3.63
H15 -1.45 -4.53 -1.72
H16 0.53 -5.74 -3.23
H17 -0.82 -5.66 -4.40
H18 -1.03 -6.48 -2.86
H19 -2.85 -3.61 -2.96
H20 3.24 -0.92 -3.98
H21 1.61 -1.55 -4.20
H22 2.90 -2.64 -3.73
H23 2.56 -3.44 -0.64
H24 3.19 -2.01 0.20
H25 4.03 -2.62 -1.19
H26 -1.09 -2.77 0.40
H27 0.60 -2.96 0.11
H28 -0.36 -1.78 2.76
H29 -0.30 -3.48 2.40
H30 2.12 -3.29 1.82
H31 2.13 -1.66 2.45
H32 -0.52 2.00 1.89
C19 1.07 7.34 2.88
C20 1.56 6.96 4.12
C21 1.36 5.67 4.58
C22 0.68 4.78 3.77
C23 0.18 5.14 2.53
C24 0.38 6.43 2.09
N2 0.49 3.40 4.25
O4 0.92 3.11 5.34
O5 -0.09 2.60 3.52
H33 1.22 8.35 2.53
H34 2.09 7.67 4.74
H35 1.74 5.36 5.54
H36 -0.36 4.43 1.92
H37 -0.01 6.74 1.12